{
  "formula": "C14H11Cl8FO2",
  "method": "wB97M-V/def2-TZVPD",
  "orbital_gap_ha": 0.277,
  "mol_weight_g_mol": 513.86,
  "de_lowest_ev": 11.957,
  "e_homo_ev": -7.783,
  "largest_force_ev_per_a": 13.96,
  "e_lumo_ev": -0.243,
  "symbols": ["F", "C", "C", "C", "C", "C", "C", "H", "H", "H", "H", "H", "C", "C", "C", "C", "C", "C", "O", "O", "H", "H", "H", "H", "H", "H", "C", "Cl", "Cl", "Cl", "Cl", "C", "Cl", "Cl", "Cl", "Cl"],
  "xyz": [[3.922, -1.652, 1.677], [2.902, -2.648, 1.619], [3.268, -3.967, 1.438], [2.277, -4.980, 1.327], [0.930, -4.562, 1.503], [0.582, -3.245, 1.810], [1.570, -2.311, 1.735], [4.338, -4.113, 1.412], [2.579, -5.994, 1.112], [0.237, -5.390, 1.479], [-0.440, -3.001, 2.059], [1.555, -1.232, 1.725], [-1.309, 2.764, 0.244], [-1.271, 3.900, 0.962], [-2.394, 4.651, 0.951], [-3.606, 4.181, 0.508], [-3.617, 2.970, -0.139], [-2.389, 2.231, -0.340], [-2.368, 1.002, -0.969], [-2.263, 5.793, 1.683], [-0.405, 2.177, 0.314], [-0.286, 4.196, 1.293], [-4.545, 4.705, 0.605], [-4.428, 2.484, -0.660], [-1.901, 0.385, -0.400], [-1.327, 5.967, 1.802], [1.986, 0.842, -3.702], [0.520, 0.585, -2.596], [3.427, 0.906, -2.556], [2.231, -0.600, -4.748], [1.813, 2.436, -4.561], [-0.303, -1.664, -1.298], [-1.587, -0.464, -1.719], [-0.754, -2.393, 0.293], [-0.202, -3.051, -2.488], [1.261, -0.908, -1.374]],
  "forces_ev_per_angstrom": [[-2.063, -1.673, -0.177], [0.556, -0.437, -0.088], [0.286, -0.427, -0.049], [0.038, 2.804, 0.261], [1.407, -1.525, 0.654], [1.474, -2.566, 1.458], [2.656, 2.193, 0.829], [0.069, -0.605, -0.222], [-0.255, -0.043, 0.084], [-0.584, 0.314, 0.049], [0.488, -0.426, 1.315], [-1.307, 0.289, 0.414], [2.758, -2.535, 0.191], [0.575, -0.006, -1.260], [0.615, 1.453, 2.513], [-0.882, -0.263, -0.722], [2.004, -2.104, -1.634], [-3.677, 2.160, 0.393], [-4.623, 7.683, 3.872], [-1.239, 1.210, -0.155], [0.343, -0.292, -0.522], [-0.231, 0.429, 0.527], [0.194, 0.361, 0.186], [-0.729, 0.451, 0.408], [-0.515, 0.988, 1.981], [-0.038, 0.054, 0.064], [-0.113, -0.012, 1.373], [-2.444, 9.841, -9.591], [-0.551, 0.265, -0.850], [-0.439, 1.250, 0.406], [0.273, -1.581, 0.498], [-0.792, -1.946, -1.778], [4.430, -9.286, -4.217], [-1.677, 2.644, -4.746], [-0.212, 0.314, 0.336], [4.204, -8.974, 8.201]],
  "mulliken_charge": [-0.33, 0.31, -0.24, -0.69, -0.28, -0.50, -0.36, 0.39, 0.43, 0.38, 0.42, 0.51, 0.02, -0.81, 0.90, -0.79, -0.40, 0.24, -0.42, -0.54, 0.32, 0.26, 0.39, 0.38, 0.25, 0.28, 0.27, -0.05, -0.14, -0.06, -0.09, 0.43, -0.19, -0.12, -0.15, -0.05]
}

---

{
  "formula": "C14H11ClN2O2Re",
  "method": "wB97M-V/def2-TZVPD",
  "orbital_gap_ha": [0.262, 0.155],
  "mol_weight_g_mol": 460.91,
  "de_lowest_ev": 0.000,
  "e_homo_ev": [-15.531, -16.654],
  "total_charge": 2,
  "multiplicity": 4,
  "largest_force_ev_per_a": 4.45,
  "e_lumo_ev": [-8.393, -12.441],
  "symbols": ["Cl", "C", "C", "C", "H", "C", "C", "H", "H", "H", "C", "Re", "C", "O", "C", "O", "H", "H", "H", "N", "C", "C", "C", "C", "C", "N", "C", "H", "H", "H", "H"],
  "xyz": [[0.562, 3.060, -0.636], [-1.781, -0.434, -1.262], [-0.751, -1.215, -0.606], [0.411, -1.176, -1.445], [-0.874, -1.850, 0.262], [0.157, -0.305, -2.563], [-1.225, 0.112, -2.464], [-1.735, 0.721, -3.197], [-2.807, -0.329, -0.936], [1.339, -1.729, -1.313], [1.157, 0.155, -3.565], [-0.071, 0.791, -0.696], [1.633, 0.372, 0.202], [2.705, 0.175, 0.614], [-1.145, 1.168, 0.905], [-1.790, 1.477, 1.823], [2.161, -0.124, -3.233], [1.119, 1.245, -3.667], [0.976, -0.274, -4.555], [2.885, 0.307, 5.995], [1.979, -0.064, 5.350], [0.882, -0.483, 4.519], [-0.396, -0.729, 5.041], [-1.415, -1.089, 4.163], [-1.125, -1.140, 2.796], [0.095, -0.941, 2.312], [1.096, -0.665, 3.141], [-0.581, -0.619, 6.105], [-2.429, -1.311, 4.480], [-1.915, -1.371, 2.075], [2.099, -0.554, 2.727]],
  "forces_ev_per_angstrom": [[-0.333, -0.955, -0.329], [-0.003, -0.637, -0.751], [-0.690, -1.427, -0.856], [-0.209, -0.668, -0.933], [0.094, 0.211, -0.274], [-0.707, -0.873, -0.671], [0.191, -0.654, -0.165], [-0.013, 0.172, 0.152], [0.102, 0.080, 0.012], [-0.197, 0.219, 0.153], [0.315, 0.119, -0.222], [1.110, 3.876, 1.889], [4.182, 0.140, 1.527], [-3.619, 0.339, -1.221], [-2.094, 2.046, 3.208], [1.826, -1.285, -2.697], [-0.097, 0.042, -0.184], [0.023, -0.178, -0.064], [-0.029, -0.051, 0.154], [-0.950, -0.408, -0.679], [-0.196, -0.071, -0.180], [0.899, 0.556, 2.055], [-1.438, -0.262, 0.067], [0.443, 0.180, 1.509], [0.156, -0.267, -0.255], [1.557, -0.213, 0.216], [-0.475, -0.125, -1.879], [0.011, -0.041, -0.140], [0.189, 0.131, 0.231], [0.183, 0.150, 0.233], [-0.231, -0.147, 0.093]],
  "mulliken_charge": [-0.25, -0.59, -0.43, -1.06, 0.56, 0.67, -0.50, 0.49, 0.50, 0.59, -1.22, 1.19, 0.34, -0.36, 0.54, -0.37, 0.35, 0.33, 0.36, -0.17, -0.21, 0.56, -0.28, -0.71, 0.09, -0.10, -0.27, 0.53, 0.46, 0.32, 0.63]
}

---

{
  "formula": "C14H11EuF6N3O12S2Se",
  "method": "wB97M-V/def2-TZVPD",
  "orbital_gap_ha": [0.248, 0.303],
  "mol_weight_g_mol": 822.30,
  "e_homo_ev": [-2.547, -4.058],
  "total_charge": -2,
  "multiplicity": 8,
  "largest_force_ev_per_a": 4.10,
  "e_lumo_ev": [4.194, 4.184],
  "symbols": ["Eu", "C", "C", "C", "C", "C", "C", "H", "H", "H", "H", "H", "H", "C", "C", "N", "C", "C", "N", "C", "O", "O", "C", "O", "O", "H", "H", "H", "H", "H", "F", "C", "F", "F", "S", "O", "O", "N", "S", "O", "O", "C", "F", "F", "F", "O", "Se", "O", "O", "O"],
  "xyz": [[1.309, -1.310, 0.354], [3.582, -0.533, 2.575], [2.441, -0.022, 3.108], [1.920, 1.117, 2.551], [2.409, 1.627, 1.317], [3.602, 1.044, 0.795], [4.191, -0.053, 1.472], [4.015, -1.427, 2.985], [1.942, -0.426, 3.941], [0.992, 1.567, 2.953], [1.978, 2.466, 0.890], [3.999, 1.303, -0.189], [5.054, -0.580, 1.068], [-2.873, -1.676, 0.138], [-1.883, -2.631, -0.443], [-0.615, -2.394, -0.754], [-0.188, -3.582, -1.324], [-1.179, -4.527, -1.221], [-2.221, -3.921, -0.649], [-1.347, -5.885, -1.717], [-0.482, -6.353, -2.587], [-2.278, -6.544, -1.292], [1.277, -3.908, -1.822], [1.424, -4.809, -2.631], [2.080, -3.042, -1.417], [-3.715, -2.173, 0.642], [-3.202, -0.917, -0.623], [-2.502, -0.968, 0.887], [-3.084, -4.322, -0.282], [0.262, -5.724, -2.803], [2.606, 4.195, -1.518], [1.462, 4.856, -1.827], [1.753, 6.169, -1.958], [1.109, 4.384, -3.025], [0.283, 4.550, -0.462], [0.296, 3.104, -0.335], [0.697, 5.362, 0.634], [-0.977, 5.237, -1.104], [-2.223, 4.808, -2.060], [-2.645, 5.957, -2.823], [-2.142, 3.486, -2.614], [-3.620, 4.446, -0.832], [-3.965, 5.495, 0.032], [-4.714, 4.090, -1.474], [-3.194, 3.470, -0.079], [-0.506, -0.859, 1.738], [-0.324, -2.239, 2.730], [-1.553, -3.277, 2.543], [1.167, -2.768, 2.177], [-0.417, -1.863, 4.334]],
  "forces_ev_per_angstrom": [[0.987, 0.505, -0.465], [0.810, -2.044, 1.024], [-0.316, 1.378, 0.032], [-1.319, 1.181, -1.461], [2.535, -2.136, 1.653], [-0.844, -0.478, 0.087], [-0.037, 1.409, -2.058], [-0.023, -0.329, 0.425], [-0.388, -0.764, 0.951], [0.692, -0.375, -0.200], [-0.840, 1.257, -0.913], [-0.120, 0.369, 0.386], [-0.103, 0.306, 0.020], [-0.500, 1.532, -0.174], [-0.404, 0.561, 1.551], [-0.637, -1.008, -1.247], [1.048, -1.567, -0.168], [1.268, -0.217, -1.014], [-1.550, 1.689, 0.801], [0.136, -0.650, 0.403], [-0.933, -1.007, -0.235], [-0.176, -0.193, -0.325], [-2.516, 3.099, 0.946], [0.917, -1.157, -0.878], [0.974, 0.118, 0.374], [0.187, -0.026, -0.585], [-0.157, -1.096, 0.164], [0.703, -0.756, 0.009], [0.619, -0.106, -0.464], [0.433, 0.567, 0.434], [0.107, 0.402, 0.100], [1.386, -0.014, -0.145], [-0.149, -0.651, 0.049], [-0.540, 0.251, 0.312], [-1.715, -0.812, -1.231], [-0.172, 1.059, -0.086], [0.566, -0.057, 0.324], [-1.688, -0.063, -0.869], [0.746, 0.218, 2.063], [0.302, -0.727, 0.156], [0.292, 0.345, -0.666], [0.759, 2.183, 0.730], [0.443, -1.051, -1.304], [-0.433, -0.093, -0.244], [-0.009, -0.868, 0.672], [0.083, -0.737, 1.056], [-1.695, 0.833, 1.929], [0.262, -0.328, -1.171], [-0.253, -0.300, 0.368], [1.262, 0.352, -1.117]],
  "mulliken_charge": [1.22, -0.08, -0.73, -0.08, -0.32, -0.14, -0.54, 0.29, 0.41, 0.25, 0.30, 0.38, 0.33, -1.12, 0.27, -0.37, 0.30, 0.23, 0.06, 0.44, -0.58, -0.67, 0.74, -0.79, -0.72, 0.21, 0.33, 0.20, 0.30, 0.48, -0.26, 0.66, -0.25, -0.22, 0.99, -0.57, -0.70, -0.47, 1.01, -0.64, -0.59, 0.64, -0.27, -0.23, -0.19, -0.59, 1.18, -0.71, -0.65, -0.75]
}